[1]
{
  "formula": "C4H12N2",
  "method": "ωB97M-V/def2-TZVPD",
  "species": ["N", "C", "C", "C", "C", "N", "H", "H", "H", "H", "H", "H", "H", "H", "H", "H", "H", "H"],
  "coordinates": [[2.44, 2.19, -2.52], [-1.01, -1.98, 2.19], [-1.04, -0.63, 1.44], [-1.01, -0.76, -0.05], [-0.10, 0.03, -0.81], [0.18, 1.52, -0.58], [2.36, 2.33, -3.52], [3.13, 1.46, -2.35], [-1.62, -2.71, 1.65], [0.02, -2.34, 2.20], [-1.36, -1.86, 3.22], [-0.16, -0.09, 1.77], [-1.87, -0.06, 1.90], [-1.93, -1.05, -0.56], [0.21, -0.31, -1.79], [0.83, 0.55, -0.09], [-0.63, 1.78, 0.00], [1.56, 1.91, -2.08]],
  "total_charge": -1,
  "multiplicity": 2,
  "s2": 0.758,
  "orbital_gap_ev": [5.06, 6.16],
  "lumo_ev": [4.440, 4.389]
}

[2]
{
  "formula": "C6H13N",
  "method": "ωB97M-V/def2-TZVPD",
  "species": ["C", "C", "N", "C", "C", "C", "C", "H", "H", "H", "H", "H", "H", "H", "H", "H", "H", "H", "H", "H"],
  "coordinates": [[2.26, -0.17, 0.47], [0.77, -0.19, 0.41], [-0.17, 0.75, 0.55], [-0.98, 1.12, 1.54], [-0.28, -0.10, -0.64], [-1.40, -1.13, -0.65], [-0.05, 0.61, -1.96], [2.60, 0.20, 1.44], [2.66, -1.18, 0.33], [2.70, 0.47, -0.31], [0.04, -0.95, 1.78], [-2.00, 1.39, 1.28], [-0.60, -0.60, 2.24], [-0.52, 1.62, 2.39], [-1.05, -2.06, -1.12], [-1.74, -1.36, 0.36], [-2.26, -0.76, -1.23], [0.72, 1.37, -1.86], [-0.97, 1.09, -2.32], [0.26, -0.12, -2.71]],
  "total_charge": 0,
  "orbital_gap_ev": 8.48,
  "lumo_ev": 1.007
}

We obtain energy relative to the best compared isomer or geometry (same formula, charge and spin) values of 273.77 444.77 kJ/mol for the records listed above, in that order.